No. 1
C5H29NO12 | ωB97M-V/def2-TZVPD

Values from the calculation:
Relative energy (zero: lowest compared OMol25 entry of this formula, charge and spin) = 0.0 kcal/mol
SMILES = O=C(O)[C@H]1CCCN1.O.O.O.O.O.O.O.O.O.O
E_tot = -1165.62900 Eh
LUMO = 0.2221 eV

```
47
C5H29NO12 (ωB97M-V/def2-TZVPD)
O -3.09 -1.19 -0.93
C -1.89 -1.13 -0.86
O -1.20 -2.01 -0.11
C -1.03 -0.04 -1.44
C -1.25 0.17 -2.95
C -1.77 1.60 -3.09
C -2.20 2.03 -1.67
N -1.46 1.17 -0.73
H -1.67 -2.30 0.74
H 0.03 -0.26 -1.24
H -1.96 -0.56 -3.36
H -0.33 -0.02 -3.49
H -1.01 2.25 -3.51
H -2.64 1.66 -3.76
H -3.27 1.85 -1.57
H -2.07 3.10 -1.50
H -0.70 1.69 -0.30
O -0.14 1.20 3.01
H -0.01 0.27 3.31
H -1.04 1.17 2.65
O 2.94 1.99 -0.57
H 2.20 2.46 -0.95
H 3.18 1.30 -1.24
O -2.23 -2.10 2.21
H -2.59 -1.19 2.07
H -1.44 -1.97 2.79
O 1.60 -2.00 1.18
H 1.87 -1.04 1.24
H 0.77 -2.02 0.66
O 0.76 3.19 1.32
H 1.66 3.47 1.55
H 0.39 2.75 2.10
O 4.01 -2.33 -1.64
H 3.73 -3.06 -2.21
H 3.45 -2.47 -0.84
O 3.62 0.15 -2.47
H 4.49 0.41 -2.80
H 3.78 -0.79 -2.16
O 2.13 0.51 1.58
H 1.36 0.97 2.00
H 2.45 1.07 0.83
O 0.13 -1.49 3.37
H 0.75 -1.74 2.62
H 0.55 -1.93 4.11
O -2.88 0.44 1.39
H -2.28 0.82 0.71
H -3.66 0.18 0.89
```

Let us look at the Mulliken charges, expressed in e, one per atom: -0.602 -0.152 -0.558 0.967 -0.860 -0.538 -0.720 -0.381 0.493 0.234 0.332 0.349 0.283 0.303 0.254 0.446 0.177 -0.876 0.374 0.370 -0.740 0.312 0.424 -0.846 0.448 0.482 -0.905 0.501 0.430 -0.649 0.306 0.351 -0.724 0.332 0.347 -0.742 0.313 0.419 -0.673 0.409 0.399 -0.763 0.483 0.293 -0.819 0.377 0.340



No. 2
C5H29NO9 | ωB97M-V/def2-TZVPD

Values from the calculation:
Relative energy (zero: lowest compared OMol25 entry of this formula, charge and spin) = 65.3 kcal/mol
SMILES = CC/C=C/NC.O.O.O.O.O.O.O.O.O
E_tot = -939.74782 Eh
LUMO = 0.2107 eV

```
44
C5H29NO9 (ωB97M-V/def2-TZVPD)
C -1.32 -1.69 -2.85
C -0.22 -0.73 -2.34
C 0.28 -1.22 -0.98
C -0.20 -1.07 0.26
N 0.38 -1.54 1.40
C -0.05 -1.07 2.71
H -0.93 -2.25 -3.70
H -1.54 -2.49 -2.15
H -2.21 -1.11 -3.10
H -0.52 0.32 -2.31
H 0.64 -0.75 -3.01
H 1.24 -1.73 -1.09
H -1.10 -0.46 0.35
H 1.36 -1.74 1.37
H -0.59 -0.12 2.75
H 0.89 -0.80 3.21
H -0.54 -1.84 3.30
O 3.82 0.89 -0.87
H 3.58 0.11 -0.35
H 3.48 0.56 -1.71
O -1.82 2.68 1.75
H -2.32 2.16 1.10
H -1.82 3.56 1.35
O 0.35 2.02 -0.62
H 0.77 1.15 -0.59
H 0.12 2.14 0.32
O -3.66 -2.29 0.16
H -2.90 -2.54 0.67
H -3.90 -1.38 0.11
O -2.76 1.42 -0.88
H -3.43 2.11 -0.82
H -1.89 1.82 -0.84
O 2.50 -3.36 -0.21
H 2.20 -2.79 -0.94
H 1.66 -3.74 0.04
O 0.78 2.33 2.02
H 0.93 1.84 2.82
H 0.89 3.27 2.18
O 3.23 -1.05 1.29
H 3.58 -1.06 2.16
H 3.17 -1.94 0.91
O -1.11 4.26 -0.87
H -0.34 4.12 -0.30
H -0.70 4.01 -1.70
```

Let us look at the Mulliken charges, expressed in e, one per atom: -1.159 -0.289 -1.029 1.135 -0.152 -1.141 0.317 0.341 0.268 0.165 0.433 -0.654 0.498 0.289 0.314 0.315 0.317 -0.626 0.333 0.313 -0.552 0.311 0.280 -0.581 0.111 0.403 -0.621 0.319 0.301 -0.635 0.282 0.373 -0.738 0.423 0.360 -0.520 0.244 0.232 -0.655 0.244 0.430 -0.636 0.317 0.323



No. 3
C5H2Cl2N4 | ωB97M-V/def2-TZVPD

Values from the calculation:
Relative energy (zero: lowest compared OMol25 entry of this formula, charge and spin) = 8.2 kcal/mol
SMILES = Clc1ccc2nnc(Cl)n2n1
E_tot = -1331.04492 Eh
LUMO = -0.8349 eV

```
13
C5H2Cl2N4 (ωB97M-V/def2-TZVPD)
Cl 3.10 -1.21 0.07
C 1.71 -0.14 0.03
C 1.98 1.32 -0.13
C 0.86 2.18 0.01
C -0.37 1.50 -0.10
N -1.51 1.95 -0.02
N -2.45 0.97 0.28
C -1.78 -0.23 0.06
Cl -2.56 -1.66 -0.05
N -0.51 0.12 -0.11
N 0.57 -0.74 -0.10
H 2.96 1.73 0.11
H 0.69 3.21 -0.04
```

Let us look at the Mulliken charges, expressed in e, one per atom: -0.143 0.495 -0.557 -0.467 0.718 -0.453 -0.497 0.590 -0.136 0.668 -1.012 0.364 0.431